1 | Formula: H24O12
Source: OMol25
Level of theory: ωB97M-V with the def2-TZVPD basis set

Results
SMILES string   O.O.O.O.O.O.O.O.O.O.O.O
Kohn-Sham gap   10.33 eV
LUMO energy   -0.4 eV

Structure (ORCA input):
```
! wB97M-V def2-TZVPD RIJCOSX def2/J DEFGRID3
* xyz 0 1
O -4.9788 -0.1887 -1.6454
H -5.4681 -0.6595 -0.9706
H -4.0744 -0.4818 -1.5346
O -1.3589 2.9990 -2.2466
H -0.5403 3.2788 -2.6562
H -1.0991 2.3050 -1.6406
O -3.4979 -3.2373 2.3692
H -4.0086 -2.6459 2.9220
H -2.5946 -3.1211 2.6639
O -2.3998 -3.6410 -1.6907
H -2.6725 -3.4540 -0.7925
H -2.0937 -4.5476 -1.6648
O 2.4189 4.3260 -2.0144
H 2.7449 3.5728 -1.5219
H 2.6530 5.0833 -1.4777
O 2.8561 1.7388 1.0113
H 2.7724 2.5807 1.4589
H 2.8932 1.0940 1.7177
O -0.3406 -0.1938 0.2203
H 0.5901 -0.0298 0.0679
H -0.4291 -0.2072 1.1733
O -2.3319 3.6039 3.0839
H -2.2655 2.6671 2.8990
H -2.1953 3.6723 4.0289
O 5.3535 -1.2254 -1.2929
H 4.8623 -0.4242 -1.1108
H 6.1941 -1.0966 -0.8535
O 2.1147 -0.4231 -3.3421
H 2.9121 -0.9461 -3.2600
H 2.3245 0.2315 -4.0083
O -1.5763 0.0358 4.4230
H -0.7771 0.3213 4.8656
H -2.1437 -0.2747 5.1287
O 1.9357 -3.8959 -1.2540
H 1.3977 -3.1532 -1.5282
H 2.8230 -3.6636 -1.5278
*
```

List of Mulliken charges in e, atom by atom:
1 O -0.63
2 H 0.31
3 H 0.32
4 O -0.63
5 H 0.32
6 H 0.31
7 O -0.61
8 H 0.30
9 H 0.32
10 O -0.62
11 H 0.31
12 H 0.30
13 O -0.62
14 H 0.32
15 H 0.31
16 O -0.58
17 H 0.30
18 H 0.29
19 O -0.59
20 H 0.30
21 H 0.29
22 O -0.63
23 H 0.33
24 H 0.31
25 O -0.62
26 H 0.32
27 H 0.30
28 O -0.61
29 H 0.31
30 H 0.30
31 O -0.62
32 H 0.31
33 H 0.31
34 O -0.64
35 H 0.33
36 H 0.31

=====

2 | Formula: H24O12
Source: OMol25
Level of theory: ωB97M-V with the def2-TZVPD basis set

Results
Kohn-Sham gap   7.42 eV
LUMO energy   -0.3 eV

Structure (ORCA input):
```
! wB97M-V def2-TZVPD RIJCOSX def2/J DEFGRID3
* xyz 0 1
H -1.3494 0.5386 0.1073
H -0.0501 0.1484 -0.5780
H 0.0002 3.0492 -1.8479
H 1.1028 2.0121 -1.9848
H 2.2796 -0.3083 -0.9625
H 2.7825 0.2268 0.3682
H 5.1686 1.4500 -1.4037
H 3.9967 1.2432 -0.4582
H 2.1120 -3.6292 2.1994
H 1.7510 -2.3251 2.8914
H -2.5551 3.9429 2.2043
H -2.1857 2.4991 2.5025
H 1.3852 -2.5518 -3.0276
H 1.8748 -1.1254 -2.8384
H 1.0849 -3.0985 0.7596
H 1.4599 -1.7884 0.0865
H -5.8512 -2.4250 0.0216
H -4.4388 -2.9771 -0.0806
H -4.1323 3.7007 -0.5741
H -5.6017 3.7318 -0.9614
H 4.1398 3.2578 1.3678
H 3.0753 2.1739 1.4133
H -3.9584 -4.4975 0.0720
H -2.7776 -3.5414 0.1130
O -0.9969 0.2344 -0.7366
O 0.3915 2.2920 -1.3977
O 2.9936 -0.4107 -0.3232
O 4.8329 1.7154 -0.5401
O 2.1457 -2.6729 2.0838
O -2.8535 3.0374 2.0630
O 1.8059 -1.9720 -2.3827
O 1.8215 -2.6475 0.3319
O -4.9286 -2.1492 -0.0199
O -4.8344 4.3033 -0.8443
O 3.4013 2.9398 1.8993
O -3.0920 -4.3768 0.4767
*
```

List of Mulliken charges in e, atom by atom:
1 H 0.31
2 H 0.29
3 H 0.28
4 H 0.28
5 H 0.24
6 H 0.31
7 H 0.28
8 H 0.34
9 H 0.29
10 H 0.27
11 H 0.32
12 H 0.31
13 H 0.26
14 H 0.29
15 H 0.38
16 H 0.24
17 H 0.32
18 H 0.20
19 H 0.32
20 H 0.32
21 H 0.34
22 H 0.27
23 H 0.33
24 H 0.36
25 O -0.60
26 O -0.53
27 O -0.63
28 O -0.60
29 O -0.56
30 O -0.62
31 O -0.53
32 O -0.59
33 O -0.58
34 O -0.64
35 O -0.63
36 O -0.64

=====

3 | Formula: H24O12
Source: OMol25
Level of theory: ωB97M-V with the def2-TZVPD basis set

Results
SMILES string   O.O.O.O.O.O.O.O.O.O.O.O
Kohn-Sham gap   10.25 eV
LUMO energy   -0.4 eV

Structure (ORCA input):
```
! wB97M-V def2-TZVPD RIJCOSX def2/J DEFGRID3
* xyz 0 1
O 1.5090 2.0346 2.1325
H 1.6699 2.5975 2.8949
H 0.5872 2.2255 1.8822
O 0.5373 -0.8837 2.3007
H 1.4287 -1.1799 2.5304
H -0.0352 -1.6361 2.4982
O 1.6592 -2.5852 0.0710
H 0.8384 -2.1802 0.3599
H 2.2354 -1.8160 -0.1276
O 2.3251 2.1758 -2.0757
H 1.5345 2.0878 -1.5247
H 2.0242 1.9036 -2.9504
O -1.7900 -2.3375 -0.1164
H -2.7029 -2.0451 0.0088
H -1.7982 -3.2893 0.0447
O -1.2376 -2.4380 -3.1703
H -1.4924 -3.3397 -3.3886
H -1.4973 -2.3352 -2.2407
O 2.7046 0.0162 -0.1239
H 2.7092 0.5887 -0.9120
H 2.1367 0.4770 0.5073
O 0.4213 -0.0720 -2.9725
H 1.0997 -0.3109 -3.6104
H -0.0811 -0.8976 -2.8543
O -1.0959 2.8495 1.3055
H -1.1902 2.0665 0.7238
H -1.8979 2.8973 1.8347
O -0.7343 0.4613 0.0621
H -1.1394 -0.2950 -0.3829
H -0.4712 0.1020 0.9299
O -2.3797 0.9340 -2.5627
H -1.4499 0.9105 -2.2908
H -2.8880 0.9972 -1.7480
O -0.8823 0.8772 4.2389
H -0.1939 0.5825 3.6218
H -0.4633 0.8568 5.1047
*
```

List of Mulliken charges in e, atom by atom:
1 O -0.60
2 H 0.28
3 H 0.34
4 O -0.58
5 H 0.30
6 H 0.29
7 O -0.66
8 H 0.27
9 H 0.41
10 O -0.69
11 H 0.31
12 H 0.31
13 O -0.58
14 H 0.26
15 H 0.28
16 O -0.66
17 H 0.29
18 H 0.34
19 O -0.68
20 H 0.40
21 H 0.26
22 O -0.46
23 H 0.26
24 H 0.25
25 O -0.69
26 H 0.39
27 H 0.31
28 O -0.35
29 H 0.09
30 H 0.24
31 O -0.61
32 H 0.33
33 H 0.31
34 O -0.63
35 H 0.37
36 H 0.29

=====

4 | Formula: H24O12
Source: OMol25
Level of theory: ωB97M-V with the def2-TZVPD basis set

Results
SMILES string   O.O.O.O.O.O.O.O.O.O.O.O
Kohn-Sham gap   10.18 eV
LUMO energy   -0.2 eV

Structure (ORCA input):
```
! wB97M-V def2-TZVPD RIJCOSX def2/J DEFGRID3
* xyz 0 1
O 2.9909 0.9155 -2.8627
H 3.4799 0.6058 -3.6773
H 2.2338 0.2929 -2.7611
O -3.7574 -1.5298 0.5773
H -4.0767 -1.5994 1.5076
H -3.7012 -0.6065 0.3892
O 0.6778 -0.7612 3.5964
H 1.5319 -0.3638 3.4368
H 0.3721 -0.9390 2.7719
O -0.7932 -2.1292 1.6912
H -0.3862 -2.9358 2.0541
H -0.9948 -2.3758 0.7976
O -3.7220 1.1902 -0.0439
H -3.1967 1.9576 -0.3185
H -4.6133 1.4810 -0.1108
O -1.2750 0.7704 1.8589
H -0.6396 0.8678 2.5737
H -2.1313 0.7639 2.2379
O -1.7823 0.1312 -2.8837
H -2.1880 0.9904 -2.9508
H -1.2479 0.1459 -2.0817
O 1.1547 2.0488 -0.7445
H 1.0831 2.2988 0.2069
H 2.0264 2.1921 -1.0984
O 1.7340 -1.2153 0.6067
H 0.8292 -0.9237 0.3182
H 2.2699 -0.4145 0.5663
O 1.7585 -1.4160 -2.0775
H 1.6312 -1.3785 -1.1613
H 2.2442 -2.2284 -2.2642
O -0.4734 -0.1264 -0.4824
H -0.8840 0.2016 0.3076
H 0.1633 0.5822 -0.8014
O 3.3771 0.8189 0.3773
H 2.8873 1.0325 -0.4047
H 3.4180 1.6559 0.8491
*
```

List of Mulliken charges in e, atom by atom:
1 O -0.63
2 H 0.29
3 H 0.39
4 O -0.58
5 H 0.31
6 H 0.32
7 O -0.66
8 H 0.33
9 H 0.32
10 O -0.56
11 H 0.28
12 H 0.28
13 O -0.59
14 H 0.29
15 H 0.24
16 O -0.51
17 H 0.27
18 H 0.22
19 O -0.65
20 H 0.26
21 H 0.43
22 O -0.67
23 H 0.32
24 H 0.31
25 O -0.80
26 H 0.27
27 H 0.54
28 O -0.60
29 H 0.43
30 H 0.26
31 O -0.83
32 H 0.27
33 H 0.57
34 O -0.71
35 H 0.27
36 H 0.34

=====

Top of the stability list: 3, leading by 97.4 kJ/mol.

=====

1 | Formula: C6H12O4
Source: OMol25
Level of theory: ωB97M-V with the def2-TZVPD basis set

Results
Kohn-Sham gap   9.94 eV
LUMO energy   0.6 eV

Structure (ORCA input):
```
! wB97M-V def2-TZVPD RIJCOSX def2/J DEFGRID3
* xyz 0 1
C -2.7983 1.2782 0.5356
C -0.9820 0.2459 -0.2443
C -0.2766 -0.0619 1.2227
C 0.6469 -0.9997 1.1365
C 1.4316 -0.8542 -0.1328
C 0.4635 -1.0506 -1.3694
H -1.9177 1.7778 1.3468
H -3.8091 0.6645 1.0121
H -3.1859 2.3187 -0.2739
H -0.4011 1.1777 -0.6361
H -1.1669 -0.4260 1.8488
H 0.0027 1.0201 1.4181
H 0.4472 -2.0375 0.9863
H 1.2279 -1.2088 2.1515
H 2.2492 -1.6356 -0.2081
H 1.0604 -0.5659 -2.2262
H 0.6763 -2.0424 -1.6455
H 2.2389 1.5949 0.9328
O -2.3751 0.1814 -0.0739
O -0.8418 -0.8006 -1.1326
O 1.9321 0.5516 -0.5857
O 2.7433 1.0698 0.3427
*
```

List of Mulliken charges in e, atom by atom:
1 C -0.56
2 C 0.33
3 C -0.41
4 C -0.80
5 C -0.13
6 C -0.74
7 H 0.22
8 H 0.23
9 H 0.20
10 H 0.35
11 H 0.29
12 H 0.28
13 H 0.28
14 H 0.25
15 H 0.48
16 H 0.28
17 H 0.45
18 H 0.31
19 O -0.27
20 O -0.40
21 O -0.20
22 O -0.44

=====

2 | Formula: C6H12O4
Source: OMol25
Level of theory: ωB97M-V with the def2-TZVPD basis set

Results
SMILES string   COC(C)=O.COC(C)=O
Kohn-Sham gap   11.01 eV
LUMO energy   0.7 eV

Structure (ORCA input):
```
! wB97M-V def2-TZVPD RIJCOSX def2/J DEFGRID3
* xyz 0 1
O -3.1603 -3.3068 -0.1903
O -1.9606 -1.3987 -0.0703
C -3.0601 -2.1261 -0.2120
C -0.6226 -1.9415 -0.0317
C -4.2840 -1.1967 -0.1996
H -0.2074 -2.2990 -0.9890
H -0.6373 -2.7829 0.6814
H 0.0391 -1.1542 0.3667
H -4.2087 -0.1129 -0.3901
H -4.5640 -1.3496 0.8562
H -5.0813 -1.6118 -0.8388
O 2.0237 0.3208 -0.6035
O 3.0814 2.0864 0.3566
C 2.0080 1.4310 -0.0588
C 4.3612 1.4867 0.4120
C 0.7603 2.3074 -0.0641
H 4.5779 1.0063 -0.5570
H 4.4865 0.7377 1.2119
H 5.0902 2.2987 0.5729
H 0.9609 3.2678 0.4399
H -0.1042 1.8274 0.4248
H 0.5013 2.5099 -1.1170
*
```

List of Mulliken charges in e, atom by atom:
1 O -0.54
2 O -0.26
3 C 0.66
4 C -0.55
5 C -0.86
6 H 0.27
7 H 0.32
8 H 0.13
9 H 0.29
10 H 0.23
11 H 0.29
12 O -0.58
13 O -0.29
14 C 0.73
15 C -0.62
16 C -0.79
17 H 0.29
18 H 0.27
19 H 0.24
20 H 0.30
21 H 0.26
22 H 0.23

=====

Top of the stability list: 2, leading by 824.2 kJ/mol.

=====

1 | Formula: C6H12N2O
Source: OMol25
Level of theory: ωB97M-V with the def2-TZVPD basis set

Results
SMILES string   C=C(NC(N)=O)C(C)C
Kohn-Sham gap   8.61 eV
LUMO energy   0.8 eV

Structure (ORCA input):
```
! wB97M-V def2-TZVPD RIJCOSX def2/J DEFGRID3
* xyz 0 1
C 0.2922 -0.4584 -1.3177
C -0.3412 1.7061 0.0547
C 1.8171 -0.3866 -1.1127
C -0.1821 -1.9087 -1.4218
C -1.2592 0.8913 1.8020
C -0.3811 0.3108 -0.2159
N -0.2500 0.8764 2.7929
N -0.9949 -0.2618 0.8032
O -2.4126 1.1790 2.0673
H 0.0564 0.0651 -2.2500
H -0.4776 1.5343 3.5257
H 0.6857 1.0109 2.4400
H -1.5316 -1.1232 0.7538
H -1.2570 2.2625 -0.1052
H 0.5290 2.2724 -0.2658
H 2.1678 0.6444 -1.0857
H 2.1000 -0.8710 -0.1769
H 2.3255 -0.9028 -1.9269
H 0.3036 -2.4014 -2.2649
H -1.2607 -1.9682 -1.5753
H 0.0708 -2.4712 -0.5208
*
```

List of Mulliken charges in e, atom by atom:
1 C 0.90
2 C -1.42
3 C -1.41
4 C -1.61
5 C 0.46
6 C 0.50
7 N -0.55
8 N -0.08
9 O -0.61
10 H 0.27
11 H 0.24
12 H 0.27
13 H 0.24
14 H 0.27
15 H 0.29
16 H 0.35
17 H 0.34
18 H 0.40
19 H 0.42
20 H 0.39
21 H 0.33

=====

2 | Formula: C6H12N2O
Source: OMol25
Level of theory: ωB97M-V with the def2-TZVPD basis set

Results
SMILES string   CNC(=O)/C=C(/C)NC
Kohn-Sham gap   8.60 eV
LUMO energy   0.9 eV

Structure (ORCA input):
```
! wB97M-V def2-TZVPD RIJCOSX def2/J DEFGRID3
* xyz 0 1
O -1.4626 -1.1740 -0.4504
C -0.9505 -0.1621 -0.9710
C 0.1457 0.6833 -0.5044
C 0.8192 0.4022 0.7207
N -1.6027 0.4114 -1.9609
N 0.3998 -0.7047 1.4389
C 2.0764 1.1368 0.9967
C -2.0728 -0.4669 -3.0157
C 0.7844 -0.9303 2.8168
H 0.5085 1.5323 -1.0539
H -1.4742 1.4085 -2.2246
H -0.5319 -1.0683 1.0724
H 2.0889 1.6372 2.0701
H 2.8346 0.4551 0.9725
H 2.2333 2.0421 0.3523
H -2.6262 0.0194 -3.7981
H -2.5471 -1.3321 -2.6171
H -1.1499 -0.8482 -3.4563
H -0.1021 -1.1874 3.2646
H 1.2647 -0.1083 3.2676
H 1.3645 -1.7459 3.0799
*
```

List of Mulliken charges in e, atom by atom:
1 O -0.78
2 C 0.96
3 C -0.89
4 C 0.71
5 N -0.20
6 N -0.18
7 C -1.34
8 C -0.94
9 C -1.08
10 H 0.17
11 H 0.27
12 H 0.36
13 H 0.31
14 H 0.35
15 H 0.31
16 H 0.33
17 H 0.28
18 H 0.32
19 H 0.37
20 H 0.33
21 H 0.33

=====

3 | Formula: C6H12N2O
Source: OMol25
Level of theory: ωB97M-V with the def2-TZVPD basis set

Results
SMILES string   C=CC(N)=O.C=C(C)N
Kohn-Sham gap   8.71 eV
LUMO energy   0.7 eV

Structure (ORCA input):
```
! wB97M-V def2-TZVPD RIJCOSX def2/J DEFGRID3
* xyz 0 1
C 1.5188 -0.5798 -1.1684
C 1.0647 0.3902 -0.1027
C -1.2217 0.7505 0.3375
C 1.4469 1.6975 -0.2251
C -2.0752 0.9787 -0.6642
H -1.2203 1.4471 1.1708
H 1.0372 -1.5549 -1.1138
H 1.3308 -0.1703 -2.1574
H 2.5768 -0.8130 -1.0388
H 1.2576 2.4050 0.5694
H 1.5814 2.1144 -1.2105
H -2.7956 1.7849 -0.6202
H -2.1261 0.3439 -1.5400
C -0.8847 -0.8189 1.0801
N 1.0853 -0.2204 1.2074
N -1.1665 -1.8277 0.1777
O -1.1172 -0.9708 2.2641
H -1.3576 -1.5865 -0.7810
H 1.4974 -1.1388 1.3383
H 1.0781 0.4761 1.9451
H -1.5103 -2.7071 0.5316
*
```

List of Mulliken charges in e, atom by atom:
1 C -1.53
2 C 0.79
3 C -0.36
4 C -0.99
5 C -0.72
6 H 0.34
7 H 0.38
8 H 0.39
9 H 0.33
10 H 0.30
11 H 0.30
12 H 0.26
13 H 0.17
14 C 0.80
15 N -0.45
16 N -0.34
17 O -0.64
18 H 0.18
19 H 0.29
20 H 0.28
21 H 0.22

=====

4 | Formula: C6H12N2O
Source: OMol25
Level of theory: ωB97M-V with the def2-TZVPD basis set

Results
SMILES string   CC(C)=C(N)/C(N)=C/O
Kohn-Sham gap   8.06 eV
LUMO energy   0.7 eV

Structure (ORCA input):
```
! wB97M-V def2-TZVPD RIJCOSX def2/J DEFGRID3
* xyz 0 1
C 1.1335 -1.0282 -2.0261
C -0.6339 -2.0218 -0.4997
C 0.2035 0.2887 -0.1093
C -1.0295 0.5761 0.9203
C 0.2453 -0.8547 -0.8209
N 0.9366 1.4583 -0.4133
N -1.6707 1.8112 0.8733
C -0.1654 0.2352 1.9136
O 0.0811 1.0200 3.0216
H -0.6354 1.6596 3.1117
H 1.4000 1.4497 -1.3097
H 1.5585 1.7555 0.3281
H -1.1942 2.6111 1.2785
H -2.0174 2.0370 -0.0476
H 0.2794 -0.7371 2.0433
H 2.0720 -0.4752 -1.9435
H -0.0621 -2.8148 -0.0067
H 0.6180 -0.7195 -2.9414
H 1.3954 -2.0814 -2.1553
H -1.4291 -1.7339 0.1875
H -1.0855 -2.4360 -1.4043
*
```

List of Mulliken charges in e, atom by atom:
1 C -1.59
2 C -1.56
3 C 0.12
4 C 0.08
5 C 1.02
6 N -0.55
7 N -0.60
8 C -0.23
9 O -0.52
10 H 0.35
11 H 0.22
12 H 0.18
13 H 0.18
14 H 0.27
15 H 0.40
16 H 0.44
17 H 0.31
18 H 0.29
19 H 0.39
20 H 0.39
21 H 0.41

=====

Top of the stability list: 2, leading by 46.4 kJ/mol.

=====

1 | Formula: C6H12N2O
Source: OMol25
Level of theory: ωB97M-V with the def2-TZVPD basis set

Results
SMILES string   [H]/N=C(\COC)N1C[C@H]1C
Kohn-Sham gap   10.16 eV
LUMO energy   1.0 eV

Structure (ORCA input):
```
! wB97M-V def2-TZVPD RIJCOSX def2/J DEFGRID3
* xyz 0 1
C -1.4335 1.7527 2.1840
C 0.2077 0.0607 1.5372
C 0.3751 0.6544 0.0800
C -0.4568 -0.0995 -2.1234
C -0.1042 -1.3452 -1.4367
C 1.2897 -2.0011 -1.3601
H -1.6644 2.3994 3.0482
H -2.0821 0.8129 2.1913
H -1.5455 2.2913 1.2844
H 1.1749 -0.4153 1.8387
H -0.4760 -0.7718 1.5249
H 1.3936 2.1856 0.2279
H 0.3117 0.5368 -2.5111
H -1.4519 0.0558 -2.4493
H -0.8884 -2.0930 -1.3427
H 2.1793 -1.3186 -1.3767
H 1.2820 -2.5588 -0.4168
H 1.3604 -2.7642 -2.1691
N 1.0819 1.5575 -0.4794
N -0.4652 -0.1439 -0.6477
O -0.0879 1.2043 2.3965
*
```

List of Mulliken charges in e, atom by atom:
1 C -0.64
2 C -0.33
3 C 0.41
4 C -0.43
5 C 0.02
6 C -1.25
7 H 0.23
8 H 0.28
9 H 0.27
10 H 0.25
11 H 0.40
12 H 0.27
13 H 0.29
14 H 0.27
15 H 0.26
16 H 0.32
17 H 0.30
18 H 0.35
19 N -0.74
20 N -0.15
21 O -0.39

=====

2 | Formula: C6H12N2O
Source: OMol25
Level of theory: ωB97M-V with the def2-TZVPD basis set

Results
Kohn-Sham gap   9.37 eV
LUMO energy   0.7 eV

Structure (ORCA input):
```
! wB97M-V def2-TZVPD RIJCOSX def2/J DEFGRID3
* xyz 0 1
C 0.4512 -0.9077 0.0418
C -0.3695 -0.9881 1.3185
C -0.7494 0.4890 1.5091
C -0.6889 1.1055 0.1219
C 0.1837 0.3992 -0.6105
C 1.5160 0.1469 -0.0159
H 1.1672 -2.8456 -0.6861
H -0.1931 -2.2811 -1.5766
H -1.3284 -1.6375 1.0314
H 0.3036 -1.4831 2.0163
H -1.7735 0.5847 1.9110
H -0.0512 0.8127 2.3290
H -1.7930 0.9064 -0.3296
H -1.2142 3.0218 0.5128
H -0.7264 1.0288 -2.3066
H 0.3255 -0.6320 -2.5116
H 2.3394 0.4640 -0.8647
H 1.9016 0.7542 0.7339
N 0.6914 -1.9908 -0.9349
N 0.2780 0.5810 -2.0542
O -0.2699 2.4718 0.3651
*
```

List of Mulliken charges in e, atom by atom:
1 C 0.58
2 C -0.71
3 C -0.92
4 C 0.18
5 C 0.41
6 C -1.20
7 H 0.23
8 H 0.23
9 H 0.21
10 H 0.32
11 H 0.45
12 H 0.24
13 H 0.32
14 H 0.37
15 H 0.32
16 H 0.35
17 H 0.37
18 H 0.21
19 N -0.65
20 N -0.76
21 O -0.55

=====

Top of the stability list: 1, leading by 205.2 kJ/mol.